1.
DFT (ωB97M-V/def2-TZVPD) results for a structure of composition C8H3I3O3 in a non-equilibrium geometry.

Last column: Löwdin charge in e.
Geometry (Å):
C (0.1335, -1.3324, -0.3226)  -0.460
C (0.8763, 0.7748, 0.7180)  -0.151
C (1.4931, -1.4513, -0.7511)  -0.403
C (2.2318, 0.4307, 0.5914)  -0.784
C (1.7031, -2.1611, -1.8197)  -0.175
C (2.3435, 1.1372, -2.0781)  -0.452
C (-0.1210, -0.0443, 0.2722)  -0.152
C (2.5941, -0.6412, -0.1823)  -0.780
O (1.7066, -2.7451, -2.8264)  0.240
O (3.3412, 1.6175, -1.7290)  0.078
O (1.2950, 0.7415, -2.4171)  0.205
I (3.7193, 1.6484, 1.4163)  0.938
I (-0.2391, -2.9543, 1.4904)  0.468
I (4.4982, -1.1806, -0.6549)  1.071
H (-0.4076, -1.6462, -1.1853)  0.104
H (0.5612, 1.7099, 1.2530)  0.126
H (-1.1871, 0.1631, 0.5101)  0.127

The charge is 0. As for the frontier orbital gap (alpha / beta): 0.25654 / 0.25661 Ha.

=====

2.
DFT (ωB97M-V/def2-TZVPD) results for a structure of composition C5H7NO2 in a non-equilibrium geometry.

Last column: Löwdin charge in e.
Geometry (Å):
C (1.0304, -0.3113, 0.1627)  -0.418
C (-0.3188, 1.4855, 2.0374)  -0.135
C (0.1545, 0.2288, 1.1218)  0.010
C (-0.1710, -0.5810, -2.0308)  -0.078
C (0.2954, -1.3667, -0.7830)  -0.145
N (-1.7198, 1.1609, 2.0396)  0.101
O (2.2301, -0.0583, 0.0510)  0.077
O (-1.3068, 0.1450, 1.1786)  -0.084
H (0.1031, 1.6996, 2.9170)  0.057
H (-0.3756, 2.3897, 1.3004)  0.169
H (-0.6192, -1.1584, -2.7494)  0.029
H (0.7312, -0.1404, -2.5009)  0.085
H (-0.7411, 0.3930, -1.7733)  0.111
H (1.1600, -2.0307, -0.8498)  0.110
H (-0.4524, -1.8558, -0.1211)  0.111

The charge is 0. The value obtained for the energy above the lowest of the compared OMol25 structures with the same formula, charge and spin is 6.8178 eV. As for the frontier orbital gap (alpha / beta): 0.30808 / 0.32782 Ha.

=====

Number 1: total energy -1425.4004 Ha. Number 2: total energy -399.7150 Ha.